Density functional theory data (ωB97M-V/def2-TZVPD) for one molecule with the formula C12F8.

Structure (XYZ):
```
20
Properties=species:S:1:pos:R:3:forces:R:3
F -1.913 3.133 0.751 0.369 -0.415 0.329
C -1.394 1.909 0.786 0.912 -0.369 -1.509
C -1.987 0.780 1.154 -1.813 -1.625 2.289
F -3.184 0.726 1.837 1.484 -0.085 -0.983
C -1.153 -0.438 0.856 0.466 2.239 -0.774
C -1.172 -1.766 1.141 0.477 -0.930 -1.878
F -2.222 -2.166 1.793 -0.823 -1.538 1.083
C -0.266 -2.672 0.462 2.417 1.942 -1.068
F -0.332 -4.016 0.517 -0.287 1.215 0.229
C 0.852 -2.064 -0.349 -4.290 -7.622 2.169
F 1.561 -2.902 -1.112 0.213 0.206 0.591
C 0.888 -0.783 -0.515 0.548 6.698 -0.103
C 1.879 -0.020 -1.147 0.540 3.142 -1.265
F 2.932 -0.472 -1.833 -0.345 -0.646 0.375
C 1.765 1.394 -1.212 1.390 -0.934 -1.286
F 2.611 2.108 -1.952 0.784 -0.380 -0.231
C 0.773 2.150 -0.654 -2.615 2.366 2.142
F 0.623 3.552 -0.663 1.200 -2.713 -0.643
C -0.156 1.478 0.074 -0.717 0.422 -0.448
C -0.106 0.069 0.066 0.089 -0.971 0.982
```
Positions in Å, forces in eV/Å.

Calculated values
Highest occupied orbital energy, eV: -9.31
SMILES string: FC1=C(F)c2c(F)c(F)c(F)c3c(F)c(F)c(F)c1c23
ΔE to the lowest compared entry with this formula, charge and spin, kJ/mol: 130.9
E, a.u.: -1256.099175